[1]
Molecular formula: C26H27N2OS2
Method: DFT, ωB97M-V with the def2-TZVPD basis set

Results
Maximum force (Eh/bohr): 0.0482
LUMO level (eV): -4.5
Total charge: +1

Element x y z (Å)
C  -1.697  2.398  0.808
O  -0.520  1.592  0.591
C  -0.407  0.269  0.742
C  -1.569  -0.570  1.081
C  -1.748  -1.704  0.290
C  -2.948  -2.432  0.363
C  -3.835  -2.179  1.406
C  -3.556  -1.161  2.330
C  -2.434  -0.345  2.170
C  0.901  -0.155  1.128
N  1.327  -1.413  1.485
C  0.565  -2.589  1.834
C  2.715  -1.430  1.587
C  3.149  -0.135  1.417
C  4.497  0.199  1.516
C  5.400  -0.853  1.748
C  4.950  -2.181  1.889
C  3.583  -2.486  1.823
N  2.025  0.649  1.155
C  2.081  2.088  1.102
H  -1.359  3.203  1.469
H  -2.019  2.806  -0.154
H  -2.511  1.835  1.276
H  -0.886  -2.035  -0.287
H  -3.171  -3.200  -0.382
H  -4.743  -2.778  1.508
H  -4.222  -0.986  3.178
H  -2.206  0.458  2.878
H  1.232  -3.218  2.432
H  -0.321  -2.335  2.428
H  0.284  -3.175  0.950
H  4.818  1.232  1.416
H  6.469  -0.649  1.816
H  5.672  -2.982  2.054
H  3.191  -3.498  1.935
H  3.133  2.353  1.259
H  1.767  2.470  0.124
H  1.474  2.530  1.906
C  -1.328  4.295  -2.798
C  -2.447  3.456  -2.772
C  -2.292  2.100  -2.486
C  -1.019  1.591  -2.163
C  -0.915  0.243  -1.619
S  0.603  -0.543  -1.703
C  0.139  -1.794  -2.955
C  -1.341  -2.130  -2.837
S  -2.253  -0.739  -2.060
C  0.109  2.419  -2.263
C  -0.050  3.771  -2.556
H  -1.446  5.351  -3.047
H  -3.443  3.839  -3.001
H  -3.156  1.424  -2.474
H  0.387  -1.338  -3.920
H  0.791  -2.658  -2.789
H  -1.832  -2.219  -3.814
H  -1.526  -3.047  -2.267
H  1.103  1.983  -2.125
H  0.833  4.407  -2.624

[2]
Molecular formula: C3H2N2O
Method: DFT, ωB97M-V with the def2-TZVPD basis set

Results
Maximum force (Eh/bohr): 0.0570
LUMO level (eV): 0.0
ΔE to the lowest compared entry with this formula, charge and spin (kJ/mol): 129.53
Total charge: 0
SMILES: N#C[C@H]1NC1=O

Element x y z (Å)
N  -2.649  -1.344  0.130
C  -1.620  -0.840  0.069
C  -0.348  -0.446  -0.382
N  0.877  0.266  0.434
C  0.963  -1.008  0.035
O  1.632  -2.001  0.048
H  -0.466  -0.111  -1.376
H  0.595  0.265  1.456

[3]
Molecular formula: C17H15N2O9P2V
Method: DFT, ωB97M-V with the def2-TZVPD basis set

Results
2S+1: 3
Maximum force (Eh/bohr): 0.0172
LUMO level (spin up / spin down) (eV): -1.5 / -1.7
Total charge: 0

Element x y z (Å)
V  0.236  -0.567  -0.819
C  -1.634  -2.018  1.326
O  -0.304  -1.583  1.016
C  0.650  -1.574  2.008
C  0.441  -2.081  3.278
C  1.471  -2.039  4.207
C  2.699  -1.495  3.863
C  2.902  -0.987  2.591
C  1.881  -1.018  1.649
N  1.989  -0.503  0.331
N  3.143  -0.024  0.041
C  3.434  0.515  -1.140
C  2.515  0.611  -2.236
O  1.311  0.201  -2.213
C  2.982  1.206  -3.456
C  4.238  1.675  -3.582
C  5.187  1.605  -2.509
C  6.491  2.103  -2.658
C  7.392  2.031  -1.625
C  7.002  1.453  -0.412
C  5.728  0.959  -0.246
C  4.794  1.026  -1.290
H  -1.620  -3.064  1.630
H  -2.205  -1.909  0.411
H  -2.056  -1.393  2.112
H  -0.514  -2.505  3.549
H  1.307  -2.434  5.200
H  3.501  -1.461  4.587
H  3.850  -0.553  2.312
H  2.261  1.257  -4.261
H  4.558  2.123  -4.516
H  6.775  2.546  -3.605
H  8.396  2.416  -1.744
H  7.708  1.392  0.405
H  5.437  0.515  0.694
O  -0.578  -1.275  -4.197
P  -1.678  -1.356  -3.036
O  -2.843  -2.158  -3.392
O  -0.888  -1.768  -1.764
O  -2.018  0.201  -2.822
P  -1.952  1.319  -1.673
O  -0.918  2.368  -2.300
O  -3.252  1.896  -1.355
O  -1.150  0.654  -0.510
H  -0.931  -1.679  -4.999
H  -1.390  3.159  -2.588

[4]
Molecular formula: H3NOS
Method: DFT, ωB97M-V with the def2-TZVPD basis set

Results
Maximum force (Eh/bohr): 0.0810
LUMO level (eV): 0.3
ΔE to the lowest compared entry with this formula, charge and spin (kJ/mol): 228.26
Total charge: 0
SMILES: NOS

Element x y z (Å)
N  0.013  -1.006  -0.070
O  -0.285  0.295  0.967
S  -0.129  1.638  0.147
H  -0.195  -0.744  -1.047
H  -0.586  -1.740  0.196
H  1.182  1.558  -0.193

[5]
Molecular formula: C21H46Br2NO14P2
Method: DFT, ωB97M-V with the def2-TZVPD basis set

Results
Maximum force (Eh/bohr): 0.0136
LUMO level (eV): 2.1
Total charge: -1

Element x y z (Å)
C  -4.664  0.009  2.727
C  -5.090  1.099  3.704
Br  -6.757  1.933  3.038
C  -4.070  2.152  4.136
Br  -3.648  3.487  2.787
C  -2.773  1.521  4.728
P  -1.334  1.334  3.520
N  -0.370  2.536  3.185
C  -2.231  2.349  5.911
O  -1.545  1.468  6.731
P  -2.207  -0.163  6.776
O  -3.165  0.314  5.288
H  -4.997  0.231  1.710
H  -5.104  -0.946  3.026
H  -3.584  -0.128  2.735
H  -5.460  0.669  4.630
H  -4.522  2.719  4.954
H  -1.910  0.808  2.352
H  -0.645  0.233  4.028
H  -0.620  3.398  3.650
H  -3.103  2.780  6.433
H  -1.577  3.169  5.599
H  -1.426  -0.473  7.944
H  -3.292  0.358  7.581
H  -2.804  -1.477  6.729
H  -1.140  -0.602  5.901
C  -1.759  -3.883  -1.999
C  -1.475  -4.447  -0.625
O  -0.256  -3.925  -0.068
C  -0.340  -2.675  0.402
O  -1.330  -1.993  0.411
O  0.856  -2.328  0.868
C  0.956  -0.950  1.244
H  -0.916  -4.068  -2.666
H  -2.642  -4.367  -2.417
H  -1.943  -2.811  -1.950
H  -1.300  -5.520  -0.674
H  -2.293  -4.255  0.070
H  0.164  -0.669  1.930
H  0.908  -0.326  0.354
H  1.923  -0.837  1.724
C  4.048  -5.053  -6.115
C  4.742  -5.855  -5.037
O  4.774  -5.158  -3.782
C  3.627  -5.179  -3.092
O  2.625  -5.766  -3.418
O  3.789  -4.452  -1.998
C  2.605  -4.286  -1.194
H  4.519  -4.076  -6.224
H  4.119  -5.579  -7.068
H  2.996  -4.911  -5.877
H  5.792  -6.009  -5.279
H  4.269  -6.827  -4.894
H  2.184  -5.247  -0.912
H  1.869  -3.707  -1.746
H  2.921  -3.737  -0.315
C  4.926  -0.660  -3.871
C  4.933  -0.890  -2.377
O  4.668  0.313  -1.638
C  3.389  0.692  -1.588
O  2.460  0.116  -2.100
O  3.332  1.845  -0.935
C  2.029  2.448  -0.852
H  5.635  0.124  -4.140
H  5.213  -1.581  -4.380
H  3.934  -0.368  -4.214
H  5.920  -1.197  -2.035
H  4.216  -1.658  -2.090
H  1.309  1.756  -0.424
H  1.697  2.758  -1.840
H  2.150  3.308  -0.204
C  -1.272  5.714  0.568
C  -2.066  4.721  -0.246
O  -2.569  5.294  -1.474
C  -1.690  5.384  -2.457
O  -0.547  4.999  -2.449
O  -2.280  5.997  -3.494
C  -1.430  6.185  -4.625
H  -1.875  6.598  0.782
H  -0.988  5.247  1.511
H  -0.368  6.020  0.043
H  -2.951  4.397  0.291
H  -1.476  3.839  -0.482
H  -0.999  5.239  -4.946
H  -0.627  6.883  -4.389
H  -2.069  6.595  -5.401

[6]
Molecular formula: C10H34O7
Method: DFT, ωB97M-V with the def2-TZVPD basis set

Results
Maximum force (Eh/bohr): 0.0716
LUMO level (eV): 0.7
ΔE to the lowest compared entry with this formula, charge and spin (kJ/mol): 145.91
Total charge: 0
SMILES: CCO.CCO.CCO.CCO.CCO.O.O

Element x y z (Å)
C  10.631  5.765  9.576
C  9.510  5.276  10.518
O  8.250  5.851  10.450
H  10.066  6.111  8.708
H  11.416  5.102  9.328
H  10.935  6.729  9.969
H  9.958  5.380  11.509
H  9.259  4.206  10.365
H  8.337  6.793  10.727
C  11.435  5.635  4.737
C  11.288  6.580  5.912
O  9.950  7.059  6.199
H  10.859  4.757  4.894
H  12.483  5.276  4.745
H  11.204  6.025  3.694
H  11.814  7.504  5.728
H  11.804  6.249  6.825
H  9.284  6.418  5.873
C  12.838  9.582  10.221
C  11.854  9.836  9.118
O  10.516  9.604  9.633
H  13.827  9.252  10.020
H  12.360  8.966  11.026
H  12.875  10.509  10.827
H  11.970  9.169  8.249
H  12.016  10.862  8.815
H  9.982  9.355  8.851
C  5.265  6.228  7.273
C  5.637  5.439  8.508
O  6.867  4.709  8.328
H  5.204  5.507  6.503
H  6.115  6.943  7.055
H  4.343  6.714  7.373
H  4.816  4.675  8.491
H  5.767  5.913  9.493
H  7.572  5.127  8.915
C  7.052  9.545  12.310
C  8.608  9.524  12.267
O  9.043  8.451  11.413
H  6.771  10.515  12.657
H  6.644  8.733  12.946
H  6.728  9.440  11.278
H  9.115  9.408  13.249
H  9.010  10.483  11.839
H  9.794  8.741  10.933
O  7.758  5.067  5.674
H  7.524  5.021  6.600
H  8.151  4.243  5.465
O  8.950  9.243  7.574
H  9.235  8.449  7.054
H  8.791  9.994  6.972

[7]
Molecular formula: C21H25MnNOS5SiTe
Method: DFT, ωB97M-V with the def2-TZVPD basis set

Results
2S+1: 2
Maximum force (Eh/bohr): 0.0620
LUMO level (spin up / spin down) (eV): -7.4 / -8.8
ΔE to the lowest compared entry with this formula, charge and spin (kJ/mol): 0.00
Total charge: +2

Element x y z (Å)
Mn  1.420  -1.689  0.434
C  4.100  -4.228  0.461
S  3.353  -2.791  -0.339
C  4.566  -1.539  -0.173
C  4.217  -0.243  -0.103
S  2.525  0.210  0.002
S  5.524  0.899  -0.115
C  6.830  -0.262  -0.174
S  8.373  0.140  -0.165
S  6.254  -1.912  -0.225
H  3.346  -5.011  0.449
H  4.393  -3.996  1.481
H  4.946  -4.534  -0.145
C  2.876  2.994  -1.605
Si  2.245  2.561  0.047
C  3.179  3.090  1.522
C  0.432  2.693  0.230
C  -0.036  3.980  0.518
C  -1.399  4.239  0.599
C  -2.310  3.213  0.383
C  -1.860  1.929  0.096
C  -0.498  1.672  0.023
H  2.722  4.066  -1.780
H  2.318  2.443  -2.362
H  3.943  2.787  -1.718
H  2.920  4.137  1.733
H  4.261  3.039  1.402
H  2.877  2.493  2.384
H  0.660  4.800  0.684
H  -1.747  5.240  0.829
H  -3.375  3.415  0.431
H  -2.577  1.132  -0.080
H  -0.177  0.670  -0.214
O  1.327  -2.642  2.986
N  1.351  -2.254  1.952
C  -6.510  -1.208  0.114
C  -5.039  -1.318  -0.173
C  -4.100  -1.209  0.851
C  -2.742  -1.345  0.625
C  -1.811  -1.115  1.785
C  -2.333  -1.667  -0.693
Te  -0.481  -2.435  -1.146
C  -3.253  -1.706  -1.775
C  -2.819  -1.939  -3.205
C  -4.586  -1.523  -1.484
H  -6.703  -0.701  1.059
H  -6.941  -2.211  0.183
H  -7.036  -0.689  -0.687
H  -4.441  -0.996  1.862
H  -2.177  -0.288  2.395
H  -0.823  -0.846  1.446
H  -1.734  -1.996  2.432
H  -1.956  -1.331  -3.474
H  -3.624  -1.689  -3.893
H  -2.563  -2.987  -3.376
H  -5.306  -1.543  -2.296

[8]
Molecular formula: C5H10O2S
Method: DFT, ωB97M-V with the def2-TZVPD basis set

Results
Maximum force (Eh/bohr): 0.0892
LUMO level (spin up / spin down) (eV): 0.2 / 0.2
ΔE to the lowest compared entry with this formula, charge and spin (kJ/mol): 575.68
Total charge: 0

Element x y z (Å)
C  0.193  -0.700  0.011
C  0.429  0.755  -0.282
C  0.698  -1.810  -0.844
C  -0.930  -0.897  0.978
C  -1.527  2.098  0.128
O  2.792  0.058  0.037
O  0.922  1.237  -1.418
S  1.626  0.157  0.947
H  1.777  -1.635  -1.016
H  0.181  -1.922  -1.814
H  0.750  -2.851  -0.246
H  -1.057  0.195  1.446
H  -0.893  -1.490  1.881
H  -1.895  -1.203  0.640
H  -1.164  2.531  1.031
H  -2.172  1.290  0.383
H  -1.622  2.626  -0.756
H  1.891  1.562  -1.107

What is the formula in the sixth record? C10H34O7

What did the sixth record say?
Molecular formula: C10H34O7
Method: DFT, ωB97M-V with the def2-TZVPD basis set

Results
Maximum force (Eh/bohr): 0.0716
LUMO level (eV): 0.7
ΔE to the lowest compared entry with this formula, charge and spin (kJ/mol): 145.91
Total charge: 0
SMILES: CCO.CCO.CCO.CCO.CCO.O.O

Element x y z (Å)
C  10.631  5.765  9.576
C  9.510  5.276  10.518
O  8.250  5.851  10.450
H  10.066  6.111  8.708
H  11.416  5.102  9.328
H  10.935  6.729  9.969
H  9.958  5.380  11.509
H  9.259  4.206  10.365
H  8.337  6.793  10.727
C  11.435  5.635  4.737
C  11.288  6.580  5.912
O  9.950  7.059  6.199
H  10.859  4.757  4.894
H  12.483  5.276  4.745
H  11.204  6.025  3.694
H  11.814  7.504  5.728
H  11.804  6.249  6.825
H  9.284  6.418  5.873
C  12.838  9.582  10.221
C  11.854  9.836  9.118
O  10.516  9.604  9.633
H  13.827  9.252  10.020
H  12.360  8.966  11.026
H  12.875  10.509  10.827
H  11.970  9.169  8.249
H  12.016  10.862  8.815
H  9.982  9.355  8.851
C  5.265  6.228  7.273
C  5.637  5.439  8.508
O  6.867  4.709  8.328
H  5.204  5.507  6.503
H  6.115  6.943  7.055
H  4.343  6.714  7.373
H  4.816  4.675  8.491
H  5.767  5.913  9.493
H  7.572  5.127  8.915
C  7.052  9.545  12.310
C  8.608  9.524  12.267
O  9.043  8.451  11.413
H  6.771  10.515  12.657
H  6.644  8.733  12.946
H  6.728  9.440  11.278
H  9.115  9.408  13.249
H  9.010  10.483  11.839
H  9.794  8.741  10.933
O  7.758  5.067  5.674
H  7.524  5.021  6.600
H  8.151  4.243  5.465
O  8.950  9.243  7.574
H  9.235  8.449  7.054
H  8.791  9.994  6.972

Among the records above, which one has the highest maximum force? C5H10O2S

Which value of maximum force does entry 1 give? 0.0482 Eh/bohr